Record 1
Formula: C5H10O
Source: the Open Molecules 2025 dataset
Level of theory: wB97M-V/def2-TZVPD

Atoms and positions in Å:
O  2.09  0.75  -0.18
C  2.04  -0.60  0.00
C  0.64  -0.97  -0.36
C  -0.39  0.23  0.46
C  -1.73  0.06  -0.25
C  -1.48  1.40  0.27
H  0.84  0.88  0.07
H  2.34  -0.96  1.01
H  2.57  -1.27  -0.73
H  0.33  -1.99  -0.08
H  0.49  -0.79  -1.43
H  -0.36  -0.02  1.52
H  -1.64  -0.06  -1.33
H  -2.43  -0.61  0.23
H  -1.29  2.24  -0.39
H  -2.03  1.68  1.18

The calculation puts the energy above the lowest of the compared OMol25 structures with the same formula, charge and spin at 430.42 kJ/mol. As for the LUMO energy: 0.97 eV. The total energy comes out at -7390.3043 eV. For the HOMO energy, the calculation gives -9.1 eV. The net charge is 0.

***

Record 2
Formula: C39H29Cl2N3O2
Source: the Open Molecules 2025 dataset
Level of theory: wB97M-V/def2-TZVPD

Atoms and positions in Å:
C  1.27  1.80  -1.97
C  0.92  1.22  -0.79
N  1.43  0.01  -0.40
C  2.88  -0.04  -0.24
C  3.16  -1.33  0.53
C  1.82  -2.03  0.72
C  0.71  -1.03  0.34
C  -0.53  -1.65  -0.39
C  -1.41  -2.31  0.69
C  -2.77  -2.02  0.82
C  -3.52  -2.55  1.87
C  -2.91  -3.40  2.80
C  -1.57  -3.77  2.62
C  -0.84  -3.25  1.55
C  -0.04  -2.70  -1.40
C  -0.56  -4.00  -1.46
C  -0.04  -4.91  -2.39
C  0.96  -4.51  -3.28
C  1.45  -3.20  -3.25
C  0.93  -2.30  -2.32
C  -1.30  -0.53  -1.11
C  -1.66  -0.63  -2.45
C  -2.33  0.44  -3.07
C  -2.70  1.56  -2.34
C  -2.41  1.62  -0.97
C  -1.75  0.56  -0.35
C  0.73  3.02  -2.52
C  0.92  3.30  -3.89
C  0.34  4.43  -4.47
C  -0.48  5.26  -3.70
C  -0.67  5.00  -2.34
C  -0.02  3.93  -1.73
H  1.97  1.24  -2.61
H  0.26  1.75  -0.09
H  3.26  0.84  0.30
H  3.36  -0.04  -1.23
H  3.62  -1.07  1.49
H  3.89  -1.95  -0.02
H  1.68  -2.35  1.77
H  1.79  -2.93  0.10
H  0.34  -0.57  1.28
H  -3.27  -1.37  0.09
H  -4.57  -2.28  1.96
H  -3.48  -3.79  3.64
H  -1.08  -4.45  3.32
H  0.18  -3.62  1.38
H  -1.38  -4.31  -0.80
H  -0.44  -5.93  -2.41
H  1.35  -5.22  -4.02
H  2.22  -2.87  -3.94
H  1.25  -1.25  -2.33
H  -1.43  -1.53  -3.03
H  -2.56  0.36  -4.14
H  -3.23  2.38  -2.82
H  -2.69  2.50  -0.38
H  -1.58  0.59  0.74
H  1.51  2.60  -4.49
H  0.52  4.64  -5.53
H  -0.97  6.12  -4.17
H  -1.34  5.63  -1.75
H  -0.06  3.78  -0.65
N  1.34  3.59  1.35
C  1.15  3.12  2.41
C  0.88  2.54  3.67
C  1.64  1.51  4.15
C  2.78  1.05  3.45
N  3.73  0.66  2.89
C  1.33  0.81  5.41
O  2.05  -0.10  5.82
C  0.11  1.28  6.12
Cl  -0.28  0.43  7.54
C  -0.64  2.32  5.65
Cl  -2.04  2.86  6.45
C  -0.29  3.05  4.40
O  -0.93  4.00  3.96

As for the LUMO energy: -3.53 eV. The total energy comes out at -74520.6561 eV. The SMILES is C(=C\N1CCC[C@@H]1C(c1ccccc1)(c1ccccc1)c1ccccc1)/c1ccccc1.N#CC1=C(C#N)C(=O)C(Cl)=C(Cl)C1=O. For the HOMO energy, the calculation gives -7.1 eV. The net charge is 0.

***

Record 3
Formula: C2H9NO3
Source: the Open Molecules 2025 dataset
Level of theory: wB97M-V/def2-TZVPD

Atoms and positions in Å:
C  -0.70  -0.48  0.71
O  -1.66  0.48  1.00
O  -0.07  -0.79  1.89
O  -1.41  -1.52  0.10
H  -2.42  0.36  0.42
H  -0.71  -0.67  2.61
H  -0.78  -2.20  -0.16
H  0.75  -0.98  -0.06
C  0.78  1.34  -0.81
N  1.79  0.47  -1.20
H  1.61  0.13  -2.15
H  1.52  -0.54  -0.57
H  0.17  1.78  -1.59
H  1.08  2.04  -0.03
H  0.04  0.58  -0.18

The calculation puts the energy above the lowest of the compared OMol25 structures with the same formula, charge and spin at 571.15 kJ/mol. As for the LUMO energy: 0.28 eV. The total energy comes out at -9847.7270 eV. For the HOMO energy, the calculation gives -9.2 eV. The net charge is 0.

***

Record 4
Formula: C5H16N3P2S2
Source: the Open Molecules 2025 dataset
Level of theory: wB97M-V/def2-TZVPD

Atoms and positions in Å:
C  -1.73  -4.18  -0.10
C  -0.71  -3.35  -1.13
C  0.24  -2.39  -0.18
N  -0.07  -0.90  -0.31
S  -0.02  -0.33  1.38
P  1.89  -0.94  2.27
N  1.58  -1.23  3.84
P  -0.14  1.82  1.45
S  0.54  2.73  -0.13
H  -2.18  -5.11  -0.70
H  -2.56  -3.51  0.38
H  -1.07  -4.64  0.78
H  -1.28  -2.77  -1.97
H  -0.02  -4.19  -1.61
H  1.36  -2.60  -0.50
H  0.08  -2.78  0.94
H  0.79  -0.48  -0.76
H  2.36  -2.20  1.71
H  2.92  0.05  2.08
H  1.79  -2.25  4.05
H  0.51  2.38  2.65
H  -1.57  2.15  1.56
C  -0.34  5.55  -2.16
C  -0.67  6.22  -3.48
N  -0.95  6.79  -4.57
H  -0.78  6.11  -1.33
H  -0.74  4.53  -2.15
H  0.74  5.50  -2.02

As for the LUMO energy: -5.43 eV. The total energy comes out at -50149.5094 eV. For the HOMO energy, the calculation gives -12.9 eV. The net charge is +1.

***

Record 5
Formula: C3H7BrO3
Source: the Open Molecules 2025 dataset
Level of theory: wB97M-V/def2-TZVPD

Atoms and positions in Å:
C  -0.17  1.31  0.45
O  -0.28  0.25  -0.49
C  -1.36  -0.54  -0.36
Br  -1.21  -1.87  1.13
H  0.86  1.42  0.60
H  -0.65  1.00  1.32
H  -0.82  2.17  0.19
H  -1.44  -1.16  -1.21
H  -2.28  -0.02  -0.15
O  0.93  -1.73  -1.76
C  1.98  -1.53  -1.25
O  2.29  -2.06  -0.07
H  2.75  -0.97  -1.60
H  1.55  -2.67  0.13

The calculation puts the energy above the lowest of the compared OMol25 structures with the same formula, charge and spin at 80.69 kJ/mol. As for the LUMO energy: 0.82 eV. The total energy comes out at -79408.5863 eV. The SMILES is COCBr.O=CO. For the HOMO energy, the calculation gives -10.1 eV. The net charge is 0.

***

Record 6
Formula: C16H48O8
Source: the Open Molecules 2025 dataset
Level of theory: wB97M-V/def2-TZVPD

Atoms and positions in Å:
C  -2.73  -4.08  1.31
C  -1.74  -3.64  0.29
C  -1.15  -2.25  0.51
O  -0.86  -4.44  0.05
H  -3.44  -3.31  1.22
H  -2.37  -4.22  2.29
H  -3.27  -4.97  0.97
H  -2.39  -3.49  -0.57
H  -0.64  -1.96  -0.34
H  -0.52  -2.20  1.40
H  -1.92  -1.46  0.61
H  -0.26  -4.63  0.76
C  2.99  2.52  -3.96
C  2.55  1.24  -3.15
C  3.52  0.12  -3.33
O  2.46  1.47  -1.92
H  3.89  2.93  -3.51
H  2.23  3.29  -3.96
H  3.28  2.24  -4.99
H  1.62  0.88  -3.49
H  4.44  0.20  -2.76
H  3.83  0.19  -4.35
H  3.08  -0.83  -3.18
H  2.08  0.70  -1.51
C  0.51  2.58  3.04
C  1.32  3.51  2.15
C  2.23  2.82  1.12
O  0.63  4.27  1.37
H  0.15  1.70  2.51
H  -0.44  3.11  3.40
H  1.11  2.41  3.88
H  1.84  4.22  2.82
H  2.45  3.32  0.19
H  1.84  1.76  0.89
H  3.22  2.73  1.64
H  -0.08  3.72  1.00
C  -1.27  -0.64  3.53
C  -1.35  -1.76  4.57
C  -2.58  -1.59  5.41
O  -1.24  -2.89  4.13
H  -0.33  -0.66  3.04
H  -1.37  0.29  4.02
H  -2.09  -0.68  2.81
H  -0.49  -1.70  5.23
H  -2.69  -0.70  6.07
H  -2.63  -2.42  6.06
H  -3.46  -1.62  4.77
H  -0.45  -2.98  3.62
C  -1.01  1.22  0.10
O  -1.05  2.61  -0.08
H  -0.05  0.77  -0.05
H  -1.72  0.77  -0.63
H  -1.37  0.95  1.11
H  -0.77  2.68  -0.99
C  2.07  -1.31  -0.66
O  1.21  -0.95  -1.70
H  1.56  -2.10  -0.18
H  2.27  -0.51  0.04
H  2.98  -1.56  -1.16
H  0.90  -1.78  -2.09
C  -0.65  2.45  -3.63
O  0.06  3.16  -2.62
H  -1.68  2.65  -3.50
H  -0.46  1.38  -3.61
H  -0.32  2.79  -4.63
H  0.94  2.84  -2.60
C  -2.15  -1.38  -2.82
O  -1.99  -2.50  -3.62
H  -2.62  -1.58  -1.89
H  -2.70  -0.67  -3.40
H  -1.18  -0.87  -2.54
H  -1.76  -2.18  -4.51

The calculation puts the energy above the lowest of the compared OMol25 structures with the same formula, charge and spin at 703.96 kJ/mol. As for the LUMO energy: 0.19 eV. The total energy comes out at -33743.2053 eV. The SMILES is CC(C)O.CC(C)O.CC(C)O.CC(C)O.CO.CO.CO.CO. For the HOMO energy, the calculation gives -8.7 eV. The net charge is 0.